Computed, not measured: a molecular structure, C15H19BiClIN3OP at a distorted geometry, with wB97M-V/def2-TZVPD.

Positions of all 42 atoms, in Å:
1 C -1.0245 -2.9163 -1.4181
2 I 2.1639 -2.2098 -2.1260
3 H -1.9700 -2.5440 -0.9808
4 H -0.6742 -3.8455 -0.9523
5 H -1.0610 -2.9835 -2.5023
6 Bi -0.0770 -1.1220 -0.6877
7 P -0.0905 1.1686 -2.1050
8 C 1.4022 1.5432 -3.0536
9 C -1.3736 0.7721 -3.3063
10 H -1.5506 2.4132 -0.6798
11 H -0.9045 3.3450 -2.0597
12 H 0.1319 3.0514 -0.6147
13 C -0.6479 2.6283 -1.2635
14 H -2.3277 0.6385 -2.7794
15 H -1.4048 1.6579 -3.9429
16 H 1.0715 2.1170 -3.9277
17 H 1.9135 0.6293 -3.3924
18 H -1.0996 -0.1159 -3.8880
19 H 2.1026 2.1534 -2.4621
20 C 1.6181 0.8642 0.6318
21 O 2.4536 1.3342 1.2204
22 Cl -2.7726 -0.3408 -0.1690
23 N -0.6939 2.1963 9.8520
24 C -0.5846 1.5216 8.8972
25 C -0.3624 0.7894 7.6708
26 C -1.1519 1.0377 6.5526
27 C -0.8828 0.3857 5.3465
28 C 0.1766 -0.5134 5.2728
29 C 0.9369 -0.8000 6.4116
30 C 0.6763 -0.1377 7.6118
31 N 0.4369 -1.1618 4.0284
32 C 1.4414 -2.0965 3.7757
33 C 1.4037 -2.3980 2.4598
34 N 0.5342 -1.5105 1.8334
35 C -0.1221 -0.8979 2.8024
36 H -1.9934 1.7374 6.6639
37 H -1.5011 0.5398 4.4615
38 H 1.7153 -1.5551 6.3741
39 H 1.2494 -0.3390 8.5126
40 H 2.1072 -2.4498 4.5333
41 H 1.9485 -3.1305 1.8719
42 H -0.9981 -0.3131 2.6305

Computed properties:
ΔE to the lowest compared entry with this formula, charge and spin, kcal per mole: 37.65
Energy, hartree: -2135.66701
HOMO energy (alpha / beta), eV: -14.22 / -14.22
Charge: +2
M, g/mol: 659.6